Entry 1:
ORCA calculation (ωB97M-V/def2-TZVPD) on a structure of composition C33H30KN5S4.

Geometry (Å):
K -0.64666 -0.91345 0.46571
S -2.98202 -4.84146 3.18609
S -3.42667 0.89952 0.31806
S -2.60349 -1.19496 -2.15468
S 1.46048 -0.84318 5.34241
N -1.35882 1.03856 -2.89062
N 4.62530 2.50471 -4.74163
N -1.68002 -2.92128 2.15132
N -3.45368 2.50236 -1.80241
N 0.22062 -1.09012 3.14116
C 0.33564 -2.12215 5.19698
C -2.82588 2.93290 -3.05171
C -6.24726 2.84795 -2.70314
C 2.31606 -0.18023 -1.45954
C 3.16439 0.27685 -2.45987
C 1.45519 1.98627 -1.14143
C -7.55187 4.52850 -3.82245
C -3.08389 1.34850 -1.23912
C 1.10746 -0.34665 3.72962
C -5.74968 5.17093 -2.36819
C -2.27428 0.43134 -2.14599
C 0.43559 0.97519 -5.97393
C 3.96985 2.11833 -3.87777
C 3.13674 1.62606 -2.81775
C -0.34647 0.33202 -3.67900
C 1.38123 0.62646 -0.77379
C -1.00227 0.81097 -7.89334
C -1.81399 0.17011 -5.72148
C -2.02360 0.33099 -7.08184
C 2.28609 2.49381 -2.13040
C -3.25737 -3.91593 0.53921
C -2.59431 -3.80109 1.87273
C -1.38335 2.49232 -3.02487
C -7.27874 3.19101 -3.56101
C -4.36230 3.44659 -1.15929
C -5.47497 3.83755 -2.09962
C -1.24501 -3.03550 3.45179
C -0.58062 0.49265 -5.15934
C 0.22755 1.13006 -7.33889
C -0.22670 -2.10298 3.95858
C 1.75078 0.84094 3.09317
C -1.83877 -4.03253 4.16329
C -6.78801 5.51738 -3.22405
H -6.99471 6.56028 -3.42589
H -1.16698 0.93507 -8.95581
H -8.35808 4.79643 -4.49261
H -3.34430 2.51376 -3.91846
H 0.16131 -2.81272 6.00466
H -0.37078 -0.71294 -3.38025
H -3.59271 -2.93304 0.20611
H 3.84180 -0.39387 -2.97647
H 0.62259 0.74936 -3.39838
H -2.55093 -4.29593 -0.20042
H 1.23331 1.75416 3.39266
H 2.79533 0.93303 3.38803
H -7.87391 2.41533 -4.02504
H -0.83358 2.95507 -2.20354
H -3.79607 4.32694 -0.84216
H 1.02678 1.50586 -7.96430
H -5.14957 5.94551 -1.90429
H -2.90038 4.01824 -3.10490
H -2.60350 -0.21937 -5.08780
H -0.88777 2.74798 -3.96032
H 1.69098 0.75150 2.00619
H -1.67689 -4.31055 5.19088
H -6.03554 1.80429 -2.49678
H 1.39487 1.23189 -5.53697
H 0.81398 2.70697 -0.62816
H -4.75024 2.96303 -0.26550
H -2.98334 0.07568 -7.51285
H -4.11108 -4.59013 0.57504
H 2.28822 3.54852 -2.38518
H 2.36947 -1.24710 -1.23983

Cartesian forces (eV/Å) of the 3 atoms listed first:
K -0.054 0.016 0.041
S 0.011 0.002 0.001
S 0.023 -0.011 -0.051

F_max	0.004	hartree/bohr
ΔE to the lowest compared entry with this formula, charge and spin	0.0	kJ/mol
spin multiplicity	1
E	-3741.99470	a.u.
HOMO energy	-6.836	eV
gap between HOMO and LUMO	6.435	eV

Need the Löwdin charges? In units of e they are:
1 K 0.56
2 S 1.07
3 S 0.68
4 S 0.66
5 S 1.07
6 N -0.08
7 N 0.13
8 N 0.03
9 N -0.11
10 N 0.03
11 C -0.35
12 C -0.09
13 C -0.03
14 C -0.18
15 C -0.07
16 C -0.20
17 C -0.09
18 C -0.74
19 C -0.63
20 C -0.04
21 C -0.78
22 C -0.03
23 C -0.21
24 C -0.28
25 C -0.11
26 C -0.21
27 C -0.09
28 C -0.04
29 C -0.08
30 C -0.08
31 C -0.07
32 C -0.64
33 C -0.09
34 C -0.07
35 C -0.13
36 C -0.22
37 C -0.33
38 C -0.21
39 C -0.07
40 C -0.33
41 C -0.06
42 C -0.35
43 C -0.08
44 H 0.10
45 H 0.10
46 H 0.10
47 H 0.14
48 H 0.07
49 H 0.10
50 H 0.06
51 H 0.11
52 H 0.10
53 H 0.09
54 H 0.09
55 H 0.08
56 H 0.10
57 H 0.12
58 H 0.14
59 H 0.11
60 H 0.11
61 H 0.14
62 H 0.10
63 H 0.14
64 H 0.05
65 H 0.07
66 H 0.12
67 H 0.11
68 H 0.07
69 H 0.07
70 H 0.10
71 H 0.07
72 H 0.11
73 H 0.07

---

Entry 2:
ORCA calculation (ωB97M-V/def2-TZVPD) on a structure of composition C33H30NNaO6Sb2Se in a non-equilibrium geometry.

Geometry (Å):
Sb 0.47670 -2.38865 -0.35584
Sb 0.20786 2.03269 1.42055
Se 0.04493 -0.45679 -3.27054
Na 1.07771 1.20836 -1.61772
O 1.11692 -1.67321 -3.27785
O 0.77638 0.92559 -3.70437
O 3.83396 3.77590 -1.42145
O 2.04013 2.65214 -0.67867
O -1.24519 -0.73859 -4.18241
O -0.37831 -0.19559 -1.66722
N 3.40166 0.31231 -1.31457
C 0.42220 -6.68248 1.09748
C -0.91736 5.62698 -0.85043
C 4.73728 0.36390 -3.75364
C -1.32724 2.90203 -1.10319
C 4.31599 1.53674 -3.15405
C -1.38003 -3.55558 -2.56262
C -0.49443 4.76419 0.14884
C 0.30865 -5.51971 0.34686
C 3.14419 2.75796 -1.28858
C -1.73791 3.75968 -2.11451
C -3.74083 -3.99141 -2.39381
C -1.74889 4.77785 4.40904
C 4.49904 -0.83649 -3.10222
C -0.26199 3.34969 3.13366
C -1.66547 -0.42480 1.02359
C 1.10989 -5.37935 2.98722
C -2.48210 -3.36004 -0.44766
C 3.82257 -0.80812 -1.89396
C -1.32221 -3.23601 -1.21054
C 0.73971 3.63403 4.05941
C 0.81715 -6.61498 2.42749
C 3.64926 1.46485 -1.93629
C 1.00246 -4.22696 2.21859
C 0.58130 -4.26287 0.88891
C -0.73706 5.04753 5.32201
C -0.69701 3.39208 0.03700
C -1.52666 5.12453 -1.99295
C -3.68446 -3.73155 -1.03039
C -0.51613 -1.38890 1.35523
C -1.61757 0.87662 1.83172
C 0.51317 4.47465 5.14231
C -1.50795 3.94134 3.32841
C -2.58365 -3.92404 -3.15112
H -2.30351 3.74994 2.61588
H 1.72201 3.19320 3.92344
H -1.49330 1.83647 -1.22607
H -1.64188 0.65583 2.90416
H -0.74331 6.69282 -0.75404
H 0.29740 -0.84117 1.84065
H -1.64583 -0.18312 -0.03684
H -2.72655 5.22757 4.54277
H -2.48749 1.49491 1.59189
H -4.58438 -3.80139 -0.42807
H 4.48440 2.50586 -3.60127
H -4.68898 -4.23552 -2.86056
H -2.62324 -4.11486 -4.21662
H 0.89587 -7.51832 3.02254
H 0.01361 5.15570 1.02309
H 0.19880 -7.64516 0.64911
H 1.31124 4.68893 5.84436
H 5.23587 0.38611 -4.71582
H -0.49004 -3.47845 -3.17174
H 1.42072 -5.31577 4.02529
H 1.24165 -3.26756 2.66965
H -2.19490 3.34906 -3.00644
H -0.92178 5.70395 6.16460
H 4.80772 -1.77884 -3.53480
H -2.44625 -3.16171 0.61750
H 3.60416 -1.72779 -1.36268
H -0.01380 -5.58311 -0.68844
H -1.83347 5.79570 -2.78686
H -2.62414 -0.92359 1.20116
H -0.83721 -2.16525 2.05244

Cartesian forces (eV/Å) of the 3 atoms listed first:
Sb -0.339 -0.439 0.614
Sb -0.692 0.225 1.022
Se -0.392 -0.463 -0.932

net charge	-2
F_max	0.034	hartree/bohr
ΔE to the lowest compared entry with this formula, charge and spin	134.5	kJ/mol
spin multiplicity	1
E	-4825.93162	a.u.
HOMO energy	-2.813	eV
gap between HOMO and LUMO	6.715	eV

Need the Löwdin charges? In units of e they are:
1 Sb 1.56
2 Sb 1.59
3 Se 0.67
4 Na 0.10
5 O -0.54
6 O -0.47
7 O -0.01
8 O -0.19
9 O -0.48
10 O -0.63
11 N 0.13
12 C -0.12
13 C -0.10
14 C -0.07
15 C -0.11
16 C -0.01
17 C -0.14
18 C -0.13
19 C -0.14
20 C -0.62
21 C -0.07
22 C -0.12
23 C -0.11
24 C -0.07
25 C -0.37
26 C -0.39
27 C -0.13
28 C -0.13
29 C -0.15
30 C -0.36
31 C -0.15
32 C -0.14
33 C -0.20
34 C -0.16
35 C -0.36
36 C -0.12
37 C -0.37
38 C -0.11
39 C -0.11
40 C -0.39
41 C -0.38
42 C -0.12
43 C -0.14
44 C -0.09
45 H 0.10
46 H 0.08
47 H 0.09
48 H 0.05
49 H 0.09
50 H 0.00
51 H 0.05
52 H 0.09
53 H 0.05
54 H 0.09
55 H 0.11
56 H 0.09
57 H 0.10
58 H 0.08
59 H 0.10
60 H 0.09
61 H 0.09
62 H 0.10
63 H 0.08
64 H 0.09
65 H 0.09
66 H 0.11
67 H 0.09
68 H 0.10
69 H 0.09
70 H 0.08
71 H 0.09
72 H 0.09
73 H 0.09
74 H 0.03

---

Entry 3:
ORCA calculation (ωB97M-V/def2-TZVPD) on a structure of composition C33H31AsGaN4PS.

Geometry (Å):
As -1.47113 -1.75272 3.48052
Ga 0.01394 -1.35945 -2.68851
S -0.05902 -3.58953 -2.68455
P -0.08493 -0.23936 -0.63796
N 1.66987 -1.56460 -3.75171
N 2.36815 -2.71646 -3.70895
N -0.21499 0.20584 -3.94638
N 2.18072 -4.90323 -3.13352
C -4.00992 -0.01369 -1.61801
C -2.70046 -0.43364 -1.44100
C 3.16398 2.94464 -1.18258
C 0.27104 -3.35765 5.02207
C 0.85625 2.31004 -1.43670
C 0.03378 -0.87325 1.06697
C 1.12722 1.08439 -0.83041
C 1.63048 -3.70026 -3.22092
C 0.08164 2.53640 -5.40668
C -1.47674 0.19397 3.64925
C -2.68817 2.23069 3.16240
C 1.49722 -1.62091 3.91089
C -1.12545 2.23370 -4.79957
C -4.38621 1.24909 -1.17748
C 0.27932 -2.25329 4.17263
C -0.69296 2.31578 4.49205
C -2.15861 1.64707 -0.34914
C 1.14575 1.65041 -5.28348
C 1.44850 -3.82703 5.59141
C -2.55202 0.85499 3.05336
C 3.44154 1.72180 -0.58712
C 2.67222 -2.08840 4.47736
C 0.96583 0.48984 -4.56076
C -1.75221 2.96616 3.87780
C -3.46628 2.07000 -0.53768
C -1.11284 -1.75895 1.51517
C 2.64888 -3.19467 5.31824
C 1.99676 -0.55949 -4.47443
C -1.76107 0.40079 -0.82768
C -0.55687 0.93647 4.38351
C -1.23473 1.06799 -4.06270
C 2.42950 0.79157 -0.41358
C 1.87423 3.23612 -1.60529
H 2.66245 -0.15819 0.05457
H -2.06355 -1.44861 1.07889
H 0.99408 -1.37951 1.17895
H -1.98371 2.88280 -4.89397
H 2.10135 1.84796 -5.74841
H 1.65609 4.19457 -2.05632
H 1.53910 -0.73503 3.28824
H -2.15909 0.80299 -3.56554
H 3.95210 3.67371 -1.30948
H 4.44403 1.49354 -0.25362
H 0.25861 0.44435 4.89677
H -3.31122 0.28765 2.52226
H -1.46213 2.28247 0.18286
H 2.90100 -0.54037 -5.07156
H 3.13039 -5.03041 -3.45067
H 1.42289 -4.68312 6.25166
H -1.86442 4.03706 3.97973
H -2.44394 -1.45607 -1.72042
H -0.66411 -3.85789 5.24567
H -3.77090 3.04127 -0.17311
H 0.07901 0.07749 1.61640
H -0.14686 2.56081 -1.75622
H 1.66309 -5.69958 -2.80149
H -3.54305 2.72664 2.72014
H -0.93816 -2.80016 1.23934
H 0.02374 2.87969 5.07398
H 3.60755 -1.58279 4.27597
H 3.56555 -3.55405 5.76549
H -4.73239 -0.66916 -2.08392
H -5.40522 1.58459 -1.31246
H 0.19547 3.44619 -5.98059

Cartesian forces (eV/Å) of the 3 atoms listed first:
As 0.023 0.015 0.070
Ga 0.252 -0.317 0.045
S -0.220 -0.171 -0.063

net charge	+2
F_max	0.016	hartree/bohr
spin multiplicity	1
E	-6394.77336	a.u.
HOMO energy	-12.864	eV
gap between HOMO and LUMO	5.846	eV

Need the Löwdin charges? In units of e they are:
1 As 1.33
2 Ga 0.32
3 S 0.77
4 P 1.03
5 N -0.12
6 N 0.05
7 N 0.05
8 N 0.14
9 C -0.05
10 C -0.15
11 C -0.04
12 C -0.13
13 C -0.09
14 C -0.36
15 C -0.36
16 C -0.75
17 C 0.01
18 C -0.43
19 C -0.10
20 C -0.14
21 C 0.00
22 C -0.03
23 C -0.42
24 C -0.07
25 C -0.08
26 C 0.03
27 C -0.07
28 C -0.15
29 C -0.05
30 C -0.08
31 C -0.21
32 C -0.08
33 C -0.04
34 C -0.41
35 C -0.07
36 C 0.02
37 C -0.39
38 C -0.10
39 C -0.06
40 C -0.08
41 C -0.05
42 H 0.11
43 H 0.04
44 H 0.08
45 H 0.13
46 H 0.14
47 H 0.12
48 H 0.08
49 H 0.12
50 H 0.12
51 H 0.12
52 H 0.09
53 H 0.10
54 H 0.12
55 H 0.16
56 H 0.14
57 H 0.11
58 H 0.11
59 H 0.09
60 H 0.09
61 H 0.12
62 H 0.09
63 H 0.10
64 H 0.12
65 H 0.10
66 H 0.07
67 H 0.11
68 H 0.11
69 H 0.11
70 H 0.12
71 H 0.12
72 H 0.13